Entry 1:
Entry from the OMol25 dataset: one molecule with the formula C6H7FO in a non-equilibrium geometry (ωB97M-V with the def2-TZVPD basis set).

XYZ file:
```
15
Properties=species:S:1:pos:R:3:forces:R:3
C -0.216603 -0.274553 0.104607 0.46 0.64 -1.14
C 0.725640 -1.320038 -0.540278 0.02 -0.69 0.85
C 1.968904 -0.515824 -0.186535 0.43 0.66 -1.24
C 1.061708 0.708148 0.046897 -0.83 0.02 0.42
C -1.378878 0.121983 -0.718571 -1.22 0.25 0.04
C -2.632302 0.235393 -0.258171 0.59 -0.43 -0.16
H 0.773372 -2.297825 -0.087066 -0.53 -0.36 0.21
H 0.550253 -1.454743 -1.604379 -0.03 0.25 -0.04
H 2.709303 -0.492527 -0.981225 0.19 0.52 -0.05
H 2.481654 -0.866328 0.688654 0.01 -0.03 0.70
H -1.145577 0.304123 -1.766068 -0.06 0.21 0.14
H -2.864961 -0.085828 0.753187 0.09 0.33 -0.01
H -3.477501 0.548002 -0.869060 0.36 -0.09 -0.04
O 1.124685 1.902058 0.072663 0.39 -0.90 -0.10
F -0.577204 -0.511331 1.399662 0.14 -0.38 0.41
```
Positions in Å, forces in eV/Å.

As for the charge: 0. Its LUMO energy is 0.7 eV. The energy above the lowest of the compared OMol25 structures with the same formula, charge and spin is 32.8 kcal per mole. The SMILES is C=C[C@@]1(F)CCC1=O.

=====

Entry 2:
Entry from the OMol25 dataset: one molecule with the formula C6H7I in a non-equilibrium geometry (ωB97M-V with the def2-TZVPD basis set).

XYZ file:
```
14
Properties=species:S:1:pos:R:3:forces:R:3
C -1.110505 -0.106560 0.338154 0.30 -3.92 0.47
C -0.137500 0.757664 0.262124 0.85 -0.20 -0.03
C 0.038158 -1.336317 0.352980 -2.76 1.54 -0.71
C 0.106045 -2.464553 -0.343546 -1.44 -0.06 0.72
C 1.017150 -0.238652 0.564014 -0.30 1.76 -3.46
C 0.015174 2.099656 -0.273611 -2.65 0.32 -0.15
I -3.205334 -0.032733 0.221184 0.73 0.00 -0.13
H 1.102040 -2.900583 -0.496222 -0.72 -0.19 -0.18
H -0.902381 -2.910996 -0.643362 1.91 0.23 0.21
H 1.734578 -0.129759 -0.314262 -0.10 -0.44 1.54
H 1.347970 0.020243 1.514898 1.20 -0.20 1.65
H 0.609526 1.954250 -1.154487 0.58 0.75 -0.44
H 0.375234 2.722939 0.490006 1.35 1.14 0.62
H -0.990158 2.565398 -0.517873 1.05 -0.75 -0.09
```
Positions in Å, forces in eV/Å.

As for the charge: 0. Its LUMO energy is 0.6 eV. The energy above the lowest of the compared OMol25 structures with the same formula, charge and spin is 43.8 kcal per mole. The SMILES is C=C1CC(C)=C1I.

=====

Entry 3:
Entry from the OMol25 dataset: a 2-piece molecular cluster, C6H7INOP overall in a non-equilibrium geometry (ωB97M-V with the def2-TZVPD basis set).

XYZ file:
```
17
Properties=species:S:1:pos:R:3:forces:R:3
C 1.542791 -0.501448 1.408090 1.33 2.38 1.75
C 0.287831 -1.067889 1.470627 0.70 -0.44 -1.87
C 2.086473 -0.084081 0.151763 -1.09 -1.69 2.59
C 0.395343 -1.173702 -0.905767 1.01 -0.31 -2.65
C -0.243044 -1.485112 0.260263 -1.53 -0.36 -0.01
C -1.123967 2.596842 -0.814003 1.69 -0.52 3.26
N 1.544269 -0.493839 -0.971588 0.44 1.09 -0.41
O -2.110233 -2.781335 -1.015965 -1.13 -1.61 -4.00
P -1.917428 -2.341621 0.319201 1.76 1.91 3.30
I -2.581865 1.327658 0.190568 0.12 0.64 -0.43
H 2.126053 -0.105021 2.329086 -1.28 -0.91 -1.46
H -0.421554 -1.282071 2.217146 0.20 0.11 2.08
H 2.963861 0.533621 0.266293 0.30 0.03 -0.91
H 0.119046 -1.436826 -1.964523 -0.61 -0.19 1.55
H -0.128682 2.000367 -0.623935 -1.78 1.94 -0.06
H -1.274465 3.675128 -0.500663 0.70 -1.58 0.35
H -1.264428 2.619329 -1.816595 -0.84 -0.50 -3.09
```
Positions in Å, forces in eV/Å.

As for the charge: 0. Its LUMO energy is -0.9 eV. The energy above the lowest of the compared OMol25 structures with the same formula, charge and spin is 11.5 kcal per mole. The SMILES is O=Pc1cccnc1.CI.

=====

Entry 4:
Entry from the OMol25 dataset: C6H7LiO6 as an isolated structure in a non-equilibrium geometry (ωB97M-V with the def2-TZVPD basis set).

XYZ file:
```
20
Properties=species:S:1:pos:R:3:forces:R:3
O -1.802288 3.669846 1.816074 0.89 -0.13 0.46
O -1.965951 2.847038 -0.188067 -0.47 -0.08 -0.24
O -1.772511 1.399978 1.526213 -1.19 4.42 0.00
C -1.929856 4.726493 0.934080 -0.31 0.19 -0.42
C -2.132877 4.216591 -0.277895 0.02 0.30 0.22
C -1.797475 2.543939 1.100663 -0.80 -1.47 0.10
H -1.810830 5.730676 1.321929 -0.33 -0.35 -0.05
H -2.522587 4.619321 -1.204980 0.60 -0.08 0.14
O 2.623568 -4.345713 -1.301668 0.01 -0.27 0.05
C 2.320149 -2.963035 -1.297987 0.09 0.42 -0.16
C 1.189828 -2.745727 -0.314225 -0.21 -0.25 0.33
O 0.914914 -1.346287 -0.305953 -0.28 0.31 -0.15
C -0.069867 -0.840712 0.507882 3.09 -2.41 -2.40
O -0.609796 -1.646621 1.285927 -0.07 -0.33 -0.05
H 3.382051 -4.503133 -1.869434 -0.02 0.05 0.00
H 2.010107 -2.623028 -2.300382 0.05 -0.04 0.24
H 3.196378 -2.366814 -0.992569 -0.24 -0.09 -0.04
H 1.483357 -3.094185 0.687292 -0.09 0.08 -0.25
H 0.298151 -3.313225 -0.620279 0.23 0.12 0.10
Li -1.004465 0.034599 1.493379 -0.95 -0.38 2.12
```
Positions in Å, forces in eV/Å.

As for the charge: 0. Its LUMO energy is 0.3 eV. The energy above the lowest of the compared OMol25 structures with the same formula, charge and spin is 35.0 kcal per mole.

=====

Entry 5:
Entry from the OMol25 dataset: C6H7MgO3Tl as an isolated structure in a non-equilibrium geometry (ωB97M-V with the def2-TZVPD basis set).

XYZ file:
```
18
Properties=species:S:1:pos:R:3:forces:R:3
O 2.134180 -4.098032 0.669734 -0.68 2.70 0.58
C 1.710728 -2.526452 0.241738 1.18 -0.07 3.35
C 0.630889 -3.105640 1.124595 -2.05 1.95 -3.36
O -0.566232 -3.226567 0.725598 0.23 -0.83 0.57
H 2.506948 -4.075475 1.556007 0.87 -0.40 0.43
H 2.474211 -2.037242 -0.373245 -1.03 -1.41 -1.63
H 1.812676 -1.568201 0.798253 1.21 -0.40 2.45
H 0.769004 -2.900538 2.204197 0.36 -0.73 -0.51
Mg -1.845210 -2.810624 -0.609788 0.58 -0.69 -1.41
C 1.759606 -3.134247 -2.066090 -0.37 -0.86 -3.36
C 0.508569 -3.283801 -2.589182 0.62 0.50 0.51
C -0.690137 -3.330199 -2.963204 -0.29 -0.01 0.71
C -2.022379 -3.469552 -3.200689 1.27 -1.04 -1.25
O -2.896761 -3.157755 -2.283115 -1.69 1.24 1.86
Tl -5.634321 -3.209279 -2.799962 0.07 -0.03 -0.14
H 2.254882 -2.185761 -2.297215 -0.28 -0.10 0.72
H 2.407750 -4.010540 -2.179126 -0.06 0.26 0.10
H -2.387663 -3.908971 -4.136926 0.05 -0.08 0.38
```
Positions in Å, forces in eV/Å.

As for the charge: +2. Its LUMO energy (spin up / spin down) is -8.0 / -8.0 eV. The energy above the lowest of the compared OMol25 structures with the same formula, charge and spin is 0.0 kcal per mole.

=====

Entry 6:
Entry from the OMol25 dataset: a 2-piece molecular cluster, C6H7N overall in a non-equilibrium geometry (ωB97M-V with the def2-TZVPD basis set).

XYZ file:
```
14
Properties=species:S:1:pos:R:3:forces:R:3
N -1.564384 -0.233033 -2.034406 -0.01 0.06 -1.22
C -1.585285 -0.197112 -3.207105 -0.02 -0.01 1.20
C 0.395962 -1.138004 0.302036 -0.06 0.03 0.06
C -0.574082 -0.631560 1.087021 0.07 -0.06 -0.03
C -0.350265 0.814016 1.259832 0.07 0.03 -0.06
C 0.753958 1.169719 0.581383 -0.07 -0.02 0.04
C 1.339428 -0.038331 -0.092301 -0.04 -0.01 0.03
H 0.503674 -2.168739 -0.018200 -0.03 0.15 0.09
H -1.443049 -0.310537 -1.036627 0.06 -0.02 -0.07
H -1.393649 -1.188150 1.531682 0.14 0.07 -0.05
H -0.989148 1.470170 1.841234 0.12 -0.09 -0.08
H 1.183092 2.163218 0.516837 -0.09 -0.15 0.01
H 1.399795 0.084337 -1.183499 -0.01 -0.02 0.14
H 2.361659 -0.245005 0.255146 -0.12 0.03 -0.05
```
Positions in Å, forces in eV/Å.

As for the charge: 0. Its LUMO energy is 0.9 eV. The energy above the lowest of the compared OMol25 structures with the same formula, charge and spin is 54.1 kcal per mole.

=====

Entry 7:
Entry from the OMol25 dataset: one molecule with the formula C6H7N in a non-equilibrium geometry (ωB97M-V with the def2-TZVPD basis set).

XYZ file:
```
14
Properties=species:S:1:pos:R:3:forces:R:3
C 0.183858 0.962077 0.916555 -1.17 0.73 0.16
C 1.000141 0.388681 1.849411 -1.85 0.82 -1.65
N 0.779562 -0.986808 1.759670 0.95 0.18 -1.69
C -0.000034 -1.292898 0.571591 -1.16 4.79 1.76
C -0.610956 0.007931 0.220914 4.12 -3.39 -1.77
C -1.162746 0.243355 -1.154885 -1.82 -1.63 1.97
C -0.611192 0.505754 -2.316729 3.64 -0.48 -1.31
H 0.087191 2.035542 0.802897 0.01 -0.11 -0.09
H 1.601703 1.158356 2.354218 0.24 -1.81 0.95
H 1.441807 -1.552052 2.257792 -0.22 -0.82 -0.32
H 0.011514 -2.084565 -0.165225 0.16 -0.71 1.07
H -2.027435 -0.342955 -1.408154 -2.37 1.30 0.81
H 0.357304 -0.025872 -2.509510 0.38 2.09 0.35
H -1.050716 0.983453 -3.178545 -0.91 -0.96 -0.23
```
Positions in Å, forces in eV/Å.

As for the charge: 0. Its LUMO energy is 0.9 eV. The energy above the lowest of the compared OMol25 structures with the same formula, charge and spin is 106.0 kcal per mole. The SMILES is C=Cc1cc[nH]c1.

=====

Entry 8:
Entry from the OMol25 dataset: C6H7N as an isolated structure in a non-equilibrium geometry (ωB97M-V with the def2-TZVPD basis set).

XYZ file:
```
14
Properties=species:S:1:pos:R:3:forces:R:3
C 1.327766 -0.197953 -0.377819 0.57 0.37 1.49
C 0.120248 -0.972386 -0.787662 0.64 0.61 -1.76
C -1.076962 -0.235830 -0.197773 0.41 -0.07 -0.09
C -0.968813 -0.479848 1.279291 -0.21 0.16 0.35
N -0.464767 0.639662 1.667016 -0.89 -0.43 0.22
C 0.999954 1.062789 -0.070332 0.41 -0.12 0.01
C -0.467676 1.140124 0.263651 0.23 0.24 -0.06
H 0.592221 -0.475183 -1.723064 -2.46 -1.53 -0.77
H 2.297593 -0.658273 -0.481409 0.25 0.32 -0.08
H 0.046982 -2.062509 -0.878929 0.48 0.40 0.28
H -2.041398 -0.322028 -0.722641 0.47 0.11 0.23
H -1.036913 -1.399335 1.865559 -0.19 0.19 0.04
H 1.684353 1.883751 0.066076 0.05 0.00 0.12
H -1.012590 2.077013 0.098034 0.24 -0.24 0.02
```
Positions in Å, forces in eV/Å.

As for the charge: 0. Its LUMO energy is 1.0 eV. The energy above the lowest of the compared OMol25 structures with the same formula, charge and spin is 86.8 kcal per mole.